# 1
Density functional theory data (ωB97M-V with the def2-TZVPD basis set) for C22H39N3O7S3Zr as an isolated structure.

Geometry as XYZ:
```
75
Properties=species:S:1:pos:R:3
Zr -0.75 0.60 0.34
C 2.00 -0.16 -2.96
O 1.21 0.76 -2.21
C 1.15 2.04 -2.82
C -0.15 2.65 -2.36
O -0.24 2.53 -0.92
C 0.39 3.62 -0.21
C 1.55 3.05 0.57
O 1.10 1.82 1.16
C 2.00 1.44 2.23
H 1.61 -0.26 -3.98
H 1.96 -1.12 -2.46
H 3.04 0.17 -3.02
H 1.15 1.96 -3.91
H 2.01 2.65 -2.52
H -1.00 2.11 -2.77
H -0.24 3.69 -2.64
H -0.36 4.04 0.46
H 0.73 4.37 -0.91
H 1.84 3.75 1.35
H 2.41 2.83 -0.07
H 1.92 2.16 3.04
H 3.02 1.43 1.84
H 1.72 0.46 2.57
C -2.15 5.24 2.76
S -1.00 4.17 3.64
C -1.23 2.62 2.88
S -2.15 2.43 1.41
N -0.66 1.61 3.45
N -0.87 0.46 2.70
C -1.36 -0.53 3.33
C -1.80 -1.67 2.56
C -2.31 -2.80 3.18
C -2.75 -3.86 2.40
C -2.65 -3.74 1.03
C -2.14 -2.57 0.49
N -1.73 -1.54 1.22
H -2.07 6.20 3.28
H -1.88 5.37 1.72
H -3.17 4.88 2.86
H -1.51 -0.46 4.41
H -2.37 -2.83 4.26
H -3.16 -4.75 2.86
H -2.98 -4.53 0.37
H -2.08 -2.44 -0.58
C -3.06 -1.83 -2.81
C -2.01 -0.73 -2.74
C -1.42 -0.44 -4.11
O -0.94 -1.07 -1.80
C -2.62 0.53 -2.13
O -3.20 1.34 -2.78
O -2.41 0.59 -0.82
H -2.61 -2.78 -3.10
H -3.80 -1.57 -3.58
H -3.59 -1.94 -1.87
H -0.99 -1.35 -4.54
H -0.65 0.33 -4.05
H -2.21 -0.09 -4.77
H -0.34 -1.70 -2.21
C 1.09 -3.93 1.71
C 2.20 -2.90 1.58
S 1.93 -1.85 0.15
O 0.91 -0.80 0.59
C 3.51 -0.97 0.14
C 4.59 -1.77 -0.56
H 1.31 -4.60 2.54
H 1.00 -4.54 0.81
H 0.13 -3.46 1.91
H 3.17 -3.37 1.40
H 2.29 -2.24 2.44
H 3.76 -0.74 1.18
H 3.28 -0.04 -0.39
H 4.84 -2.68 -0.02
H 5.50 -1.17 -0.62
H 4.30 -2.04 -1.58
```

Calculated values
* HOMO: -0.50226 Ha
* LUMO energy: -6.41 eV
* HOMO-LUMO gap: 7.2535 eV
* net charge: +2
* electronic energy: -76025.034 eV
* ΔE to the lowest compared entry with this formula, charge and spin: 14.5 kcal/mol
* strongest force on any atom: 0.88 eV Å⁻¹

Results of the Mulliken charge analysis, in e, for atoms 1 through 4:
1 Zr 0.465
2 C -1.172
3 O 0.489
4 C -0.803

# 2
Density functional theory data (ωB97M-V with the def2-TZVPD basis set) for C44H39CuF3N4O7S2 as an isolated structure in a non-equilibrium geometry.

Geometry as XYZ:
```
100
Properties=species:S:1:pos:R:3
Cu -0.45 -0.68 1.45
C 1.80 1.13 -4.25
C 1.44 -0.02 -3.31
C 1.66 -1.39 -3.95
O 0.07 0.10 -2.87
C -0.03 -0.06 -1.45
C 1.43 -0.52 -1.15
O 2.23 0.08 -2.17
C 2.18 -0.63 0.23
O 1.35 -1.29 1.11
C 2.72 0.66 0.85
C 3.10 1.80 0.13
C 3.74 2.85 0.74
C 4.05 2.80 2.08
C 3.68 1.67 2.78
C 3.08 0.60 2.17
C 3.42 -1.54 -0.18
C 3.07 -2.82 -0.62
C 3.96 -3.69 -1.18
C 5.32 -3.37 -1.21
C 5.72 -2.14 -0.77
C 4.77 -1.23 -0.27
C -0.78 1.09 -0.74
O -0.70 0.94 0.60
C -2.30 0.98 -1.14
C -3.21 1.63 -0.32
C -4.56 1.66 -0.61
C -5.06 1.05 -1.78
C -4.17 0.35 -2.58
C -2.81 0.29 -2.25
C -0.28 2.48 -1.12
C 0.24 3.33 -0.16
C 0.62 4.61 -0.49
C 0.50 5.09 -1.77
C -0.08 4.25 -2.73
C -0.45 2.96 -2.40
H 1.15 1.06 -5.14
H 2.79 1.01 -4.63
H 1.76 2.05 -3.71
H 1.00 -1.44 -4.79
H 1.46 -2.18 -3.24
H 2.68 -1.50 -4.30
H -0.65 -0.94 -1.26
H 1.32 -1.58 -1.39
H 2.93 1.82 -0.92
H 3.95 3.74 0.12
H 4.56 3.62 2.55
H 3.95 1.57 3.85
H 2.82 -0.30 2.67
H 1.98 -3.13 -0.62
H 3.58 -4.58 -1.61
H 6.02 -4.11 -1.57
H 6.76 -1.87 -0.67
H 5.08 -0.24 0.13
H -2.84 2.08 0.58
H -5.24 2.17 0.06
H -6.12 1.06 -1.97
H -4.55 -0.18 -3.45
H -2.19 -0.34 -2.86
H 0.35 2.95 0.85
H 1.02 5.27 0.32
H 0.80 6.09 -2.01
H -0.17 4.57 -3.80
H -0.86 2.34 -3.17
F -2.09 -7.43 -0.90
C -2.58 -6.82 0.16
F -3.65 -7.60 0.57
F -1.65 -7.01 1.12
C -2.96 -5.39 -0.04
C -4.27 -4.98 0.32
C -4.66 -3.66 0.15
C -3.70 -2.78 -0.34
N -2.46 -3.09 -0.64
C -2.08 -4.42 -0.61
S -0.48 -4.74 -1.19
H -4.96 -5.74 0.70
H -5.66 -3.29 0.43
H -3.93 -1.70 -0.45
N 0.01 -3.22 2.90
N -0.84 -2.61 1.92
H 0.92 -2.76 2.75
H 0.14 -4.20 2.64
H -1.78 -2.60 2.31
H -0.79 -3.18 1.07
O -4.17 3.44 2.12
S -3.63 2.83 3.31
O -4.30 3.13 4.57
N -3.43 1.22 3.10
C -2.15 0.89 3.13
O -1.70 -0.26 3.04
C -1.23 2.05 3.41
C 0.13 1.95 3.63
C 0.80 3.15 3.88
C 0.14 4.35 3.88
C -1.22 4.42 3.66
C -1.91 3.25 3.42
H 0.67 1.01 3.52
H 1.86 3.10 4.01
H 0.73 5.27 4.04
H -1.73 5.36 3.73
```

Calculated values
* HOMO (alpha / beta): -0.09211 / -0.09209 Ha
* LUMO energy (alpha / beta): 4.19 / 4.19 eV
* multiplicity: 2
* HOMO-LUMO gap (alpha / beta): 6.6960 / 6.6954 eV
* net charge: -2
* expectation value of S²: 0.753
* electronic energy: -141018.929 eV
* strongest force on any atom: 1.96 eV Å⁻¹

Results of the Mulliken charge analysis, in e, for atoms 1 through 4:
1 Cu -0.911
2 C -1.924
3 C 1.580
4 C -1.593

# 3
Density functional theory data (ωB97M-V with the def2-TZVPD basis set) for C22H65AgO11S10 as an isolated structure in a non-equilibrium geometry.

Geometry as XYZ:
```
109
Properties=species:S:1:pos:R:3
Ag 0.25 3.24 -1.87
C -0.47 -0.83 0.52
C 0.71 -0.32 -0.41
O 0.84 1.03 -0.93
H -0.32 -1.90 0.70
H -1.47 -0.65 0.12
H -0.41 -0.21 1.42
H 0.67 -1.01 -1.25
H 1.59 -0.61 0.16
C 0.15 3.58 -6.30
S 0.95 2.40 -5.08
O 1.35 3.32 -3.91
C -0.57 1.39 -4.57
H -0.23 3.08 -7.19
H 0.89 4.31 -6.64
H -0.64 4.20 -5.88
H -0.74 0.61 -5.32
H -1.50 1.94 -4.47
H -0.41 0.84 -3.65
C -0.98 -2.11 -3.35
S 0.18 -2.72 -4.69
O -0.29 -1.88 -5.87
C 1.67 -1.81 -3.95
H -2.03 -2.35 -3.51
H -0.98 -1.05 -3.14
H -0.67 -2.71 -2.48
H 1.50 -0.74 -4.06
H 2.57 -2.13 -4.47
H 1.75 -2.16 -2.92
C -3.88 -0.07 -2.82
S -5.13 -1.06 -1.92
O -4.48 -2.37 -1.51
C -5.16 -0.10 -0.33
H -4.20 0.93 -3.11
H -3.56 -0.59 -3.72
H -3.08 0.08 -2.09
H -5.92 -0.45 0.36
H -5.13 0.99 -0.43
H -4.19 -0.28 0.14
C -3.61 4.96 -0.95
S -3.31 3.16 -1.33
O -2.15 2.92 -2.24
C -2.77 2.61 0.37
H -3.66 5.47 -1.91
H -2.78 5.43 -0.43
H -4.61 5.06 -0.52
H -2.45 1.57 0.29
H -3.67 2.69 0.98
H -1.88 3.14 0.72
C 0.96 -1.56 6.49
S 2.48 -1.88 5.54
O 2.94 -3.15 6.13
C 1.53 -2.33 3.99
H 0.28 -0.85 6.02
H 1.04 -1.12 7.49
H 0.52 -2.53 6.71
H 0.77 -3.08 4.24
H 2.22 -2.67 3.22
H 0.98 -1.48 3.61
C 1.36 -5.02 0.95
S 2.64 -4.74 -0.33
O 3.76 -3.95 0.30
C 3.23 -6.53 -0.38
H 0.95 -4.05 1.24
H 1.70 -5.43 1.90
H 0.49 -5.57 0.62
H 4.13 -6.66 -0.98
H 2.45 -7.22 -0.70
H 3.44 -6.90 0.63
C -2.46 -1.68 3.93
S -4.12 -1.73 3.09
O -4.49 -0.36 2.53
C -3.53 -2.77 1.62
H -2.09 -2.69 4.08
H -2.56 -1.22 4.91
H -1.85 -1.13 3.20
H -4.40 -3.02 1.01
H -3.00 -3.67 1.92
H -2.84 -2.20 0.99
C 4.95 0.54 1.96
S 3.39 1.15 2.69
O 3.76 1.63 4.09
C 3.17 2.65 1.61
H 5.08 -0.52 2.17
H 5.65 1.14 2.53
H 4.96 0.76 0.89
H 2.80 2.60 0.59
H 4.10 3.23 1.65
H 2.35 3.21 2.05
C 4.37 1.34 -4.63
S 5.38 1.54 -3.10
O 6.29 2.77 -3.24
C 3.98 2.12 -1.99
H 3.41 0.82 -4.50
H 4.94 0.69 -5.30
H 4.12 2.29 -5.10
H 3.43 1.28 -1.58
H 3.32 2.77 -2.55
H 4.32 2.76 -1.18
C -3.23 2.19 4.14
S -1.84 3.37 3.73
O -1.63 4.39 4.90
C -0.45 2.19 4.13
H -3.13 1.90 5.18
H -3.15 1.21 3.68
H -4.23 2.59 3.99
H 0.50 2.70 3.95
H -0.50 1.26 3.56
H -0.44 1.77 5.14
```

Calculated values
* HOMO: -0.28479 Ha
* LUMO energy: -0.67 eV
* HOMO-LUMO gap: 7.0778 eV
* net charge: 0
* electronic energy: -158729.427 eV
* strongest force on any atom: 3.55 eV Å⁻¹

Results of the Mulliken charge analysis, in e, for atoms 1 through 4:
1 Ag 0.507
2 C 0.447
3 C -0.093
4 O -0.231

# 4
Density functional theory data (ωB97M-V with the def2-TZVPD basis set) for a 2-piece molecular cluster, C35H39N2OSi overall in a non-equilibrium geometry.

Geometry as XYZ:
```
78
Properties=species:S:1:pos:R:3
C 6.12 2.06 -3.48
C 4.99 1.33 -2.76
N 3.76 2.15 -2.63
C 2.58 1.52 -2.59
C 1.34 2.17 -2.44
C 0.12 1.51 -2.51
C -1.09 2.21 -2.92
C -1.93 1.71 -3.96
C -2.98 2.47 -4.45
C -3.29 3.72 -3.88
C -2.49 4.21 -2.84
C -1.40 3.48 -2.38
C 3.84 3.59 -2.44
C 5.29 4.03 -2.32
O 6.12 3.48 -3.36
H 7.09 1.70 -3.10
H 6.08 1.81 -4.56
H 4.72 0.42 -3.31
H 5.35 1.04 -1.76
H 2.63 0.44 -2.71
H 1.34 3.26 -2.33
H 0.13 0.42 -2.44
H -1.68 0.75 -4.43
H -3.56 2.12 -5.30
H -4.12 4.31 -4.27
H -2.70 5.19 -2.43
H -0.73 3.89 -1.61
H 3.39 4.13 -3.29
H 3.29 3.89 -1.54
H 5.40 5.11 -2.48
H 5.65 3.77 -1.31
C -4.67 -3.00 -0.44
C -4.23 -3.90 0.53
C -3.10 -3.63 1.31
C -2.40 -2.42 1.14
Si -0.90 -1.91 2.13
C -0.60 -3.07 3.56
C 0.63 -3.76 3.67
C 0.83 -4.69 4.70
C -0.17 -4.94 5.65
C -1.38 -4.24 5.56
C -1.59 -3.32 4.52
C 0.59 -1.77 1.03
C 0.68 -2.53 -0.15
C 1.78 -2.36 -1.01
C 2.78 -1.43 -0.71
C 2.68 -0.66 0.45
C 1.61 -0.85 1.33
C -1.18 -0.06 2.54
C -2.30 0.15 3.58
C -3.00 1.47 3.18
C -2.35 1.92 1.85
N -1.52 0.80 1.44
C -2.86 -1.52 0.17
C -3.97 -1.80 -0.63
H -5.54 -3.23 -1.07
H -4.78 -4.83 0.68
H -2.75 -4.36 2.05
H 1.41 -3.59 2.93
H 1.78 -5.23 4.77
H -0.01 -5.67 6.45
H -2.16 -4.44 6.29
H -2.56 -2.81 4.45
H -0.10 -3.25 -0.39
H 1.85 -2.95 -1.92
H 3.65 -1.32 -1.37
H 3.44 0.09 0.68
H 1.57 -0.27 2.26
H -0.21 0.23 3.00
H -3.02 -0.68 3.55
H -1.88 0.17 4.60
H -4.08 1.30 3.03
H -2.86 2.23 3.96
H -3.12 2.16 1.10
H -1.73 2.82 2.01
H -0.85 0.93 0.68
H -2.36 -0.57 0.04
H -4.28 -1.09 -1.39
```

Calculated values
* HOMO: -0.35880 Ha
* LUMO energy: -4.74 eV
* HOMO-LUMO gap: 5.0216 eV
* net charge: +1
* electronic energy: -49825.976 eV
* strongest force on any atom: 2.21 eV Å⁻¹

Results of the Mulliken charge analysis, in e, for atoms 1 through 4:
1 C -0.521
2 C -0.512
3 N 0.201
4 C -0.066